Entry w
The following is a quantum chemistry calculation of a single C4H8ClF2N molecule, from the Open Molecules 2025 dataset.

- Molecular weight: 143.564 g mol⁻¹
- 2S+1: 1
- E_HOMO: -9.37 eV
- Frontier orbital gap: 10.2 eV
- SMILES string: NCCCC(F)(F)Cl

CARTESIAN COORDINATES (ANGSTROEM)
C1 -1.07652 1.09368 0.11891
C2 -0.31109 0.20662 -0.92181
C3 -0.00148 -1.27149 -0.58299
C4 0.93472 -1.40369 0.62009
H1 0.64129 1.35753 1.09027
H2 0.03865 2.74925 0.39826
H3 -1.81140 1.69213 -0.44211
H4 -1.69959 0.49646 0.75639
H5 0.57607 0.69600 -1.30930
H6 -0.96592 0.15423 -1.85468
H7 0.55550 -1.61009 -1.43693
H8 -0.81259 -1.87299 -0.35978
N1 -0.21669 1.92968 0.94159
F1 1.18070 -2.69687 0.79525
F2 0.43967 -0.84515 1.81211
Cl1 2.52869 -0.67532 0.37474



Entry x
The following is a quantum chemistry calculation of a single C4H8ClF2N molecule, from the Open Molecules 2025 dataset.

- Molecular weight: 143.564 g mol⁻¹
- 2S+1: 1
- E_HOMO: -9.22 eV
- Frontier orbital gap: 10.1 eV
- SMILES string: CCC(F)(F)[C@@H](N)Cl

CARTESIAN COORDINATES (ANGSTROEM)
C1 -2.03402 -1.00833 0.56925
C2 -0.76518 -0.85872 -0.26269
C3 1.51445 0.67024 -0.69741
C4 -0.21236 0.54709 -0.04266
N1 2.34626 0.89606 0.41560
F1 -0.11973 0.81899 1.23635
F2 -0.88523 1.57969 -0.56645
Cl1 1.86244 -0.87845 -1.49771
H1 -1.88410 -1.09027 1.63286
H2 -2.60144 -0.04016 0.31534
H3 -2.62293 -1.88586 0.09168
H4 0.05729 -1.41973 -0.14725
H5 -1.00907 -0.82209 -1.40143
H6 1.60228 1.31971 -1.45997
H7 2.63376 1.82225 0.65081
H8 2.11757 0.34957 1.16366



Which of them is least stable? Easy: entry x.